The following is a quantum chemistry calculation of a single C5H9N molecule, from the Open Molecules 2025 dataset.

Last column: Mulliken charge in e.
Geometry (Å):
H1 1.5574 0.8701 1.3178  0.279
N1 1.9413 -1.5307 -0.7837  -0.573
C1 -0.7698 -0.9797 -0.7957  -1.071
H2 -0.2528 1.5736 -1.2438  0.333
H3 -1.3533 -1.8591 -0.4985  0.294
C2 -0.5715 0.0627 0.2996  0.291
H4 -1.2006 -0.1075 1.1720  0.337
C3 1.0926 -0.1152 1.1463  -0.658
H5 -0.1004 2.1605 0.4225  0.347
C4 -0.6690 1.4998 -0.2307  -1.302
H6 -1.1269 -0.5929 -1.7606  0.350
H7 0.2584 -1.3419 -1.0507  0.303
H8 -1.6940 1.9000 -0.2851  0.338
H9 1.0839 -0.6528 2.1173  0.306
C5 1.8046 -0.8870 0.1732  0.424

Results
LUMO level: 0.95 eV
SMILES string: CC(C)CC#N
HOMO-LUMO gap: 11.533 eV